# 1
{
  "formula": "C27H72O9",
  "method": "ωB97M-V with the def2-TZVPD basis set",
  "energy_ha": -1749.0033,
  "smiles": "CC(C)O.CC(C)O.CC(C)O.CC(C)O.CC(C)O.CC(C)O.CC(C)O.CC(C)O.CC(C)O",
  "multiplicity": 1,
  "orbital_gap_ev": 10.1,
  "total_charge": 0,
  "de_lowest_kcal_mol": 53.25,
  "elements": ["C", "C", "C", "O", "H", "H", "H", "H", "H", "H", "H", "H", "C", "C", "C", "O", "H", "H", "H", "H", "H", "H", "H", "H", "C", "C", "C", "O", "H", "H", "H", "H", "H", "H", "H", "H", "C", "C", "C", "O", "H", "H", "H", "H", "H", "H", "H", "H", "C", "C", "C", "O", "H", "H", "H", "H", "H", "H", "H", "H", "C", "C", "C", "O", "H", "H", "H", "H", "H", "H", "H", "H", "C", "C", "C", "O", "H", "H", "H", "H", "H", "H", "H", "H", "C", "C", "C", "O", "H", "H", "H", "H", "H", "H", "H", "H", "C", "C", "C", "O", "H", "H", "H", "H", "H", "H", "H", "H"],
  "xyz": [[2.144449, -1.191321, -4.074436], [0.801859, -0.557075, -3.805773], [-0.302808, -1.554142, -4.266518], [0.614775, -0.161766, -2.451620], [2.323055, -1.994526, -3.323319], [2.937567, -0.473010, -4.114195], [2.033730, -1.602916, -5.109154], [0.575108, 0.356817, -4.352333], [-0.281154, -2.486672, -3.709049], [-0.198619, -1.701261, -5.341812], [-1.243061, -1.037317, -4.107266], [0.490037, -0.942786, -1.884274], [4.545421, 3.641171, -1.985647], [4.008863, 2.396512, -1.370780], [4.773861, 1.146483, -1.779906], [4.032615, 2.445535, 0.079398], [5.644426, 3.684289, -1.760158], [4.048008, 4.552734, -1.584128], [4.463177, 3.556597, -3.042499], [3.002078, 2.230389, -1.700172], [4.359248, 0.284736, -1.239188], [5.812303, 1.253471, -1.652030], [4.668563, 1.041883, -2.883345], [3.482272, 3.172344, 0.297477], [-0.687477, 4.783740, 0.220723], [0.653817, 4.508950, -0.297935], [0.873763, 4.646725, -1.844821], [1.480780, 5.445218, 0.400748], [-0.980062, 5.766076, -0.072650], [-0.576387, 4.676602, 1.295027], [-1.290633, 3.974356, -0.222333], [0.980167, 3.521647, 0.033139], [0.620035, 5.712517, -2.093948], [0.194126, 3.993111, -2.433114], [1.886274, 4.331300, -2.137380], [2.247956, 4.998794, 0.773078], [2.853547, -5.145231, -2.883127], [4.125145, -4.360101, -2.574954], [4.249014, -3.819123, -1.150787], [5.292458, -5.127013, -2.926867], [2.718331, -6.090430, -2.269561], [2.929715, -5.515211, -3.892079], [1.993116, -4.492003, -2.888940], [4.198819, -3.526296, -3.236287], [4.109458, -4.533713, -0.356714], [3.538651, -3.022044, -1.048615], [5.241964, -3.369347, -1.115845], [5.201362, -5.958830, -2.479206], [-0.586555, 3.245703, 4.311156], [-1.936102, 3.934375, 4.706051], [-2.931260, 4.038460, 3.584051], [-2.625802, 3.182409, 5.703686], [-0.731737, 2.247468, 3.892180], [0.039618, 3.134993, 5.220953], [-0.043794, 3.934667, 3.623722], [-1.741452, 4.914168, 5.053470], [-2.674199, 4.861403, 2.939511], [-3.881363, 4.359764, 4.029537], [-3.110088, 3.153409, 2.986206], [-2.115328, 2.718044, 6.372939], [-1.402645, -4.227879, -1.175007], [-2.236772, -3.873244, 0.069397], [-3.117235, -4.928974, 0.687199], [-1.295447, -3.477468, 1.160170], [-2.070428, -4.228044, -2.075566], [-0.932189, -5.238084, -1.021812], [-0.605058, -3.498871, -1.308213], [-2.733717, -2.943104, -0.104337], [-3.989211, -5.209399, 0.093986], [-3.524265, -4.444116, 1.593690], [-2.562510, -5.807535, 0.925544], [-0.652338, -4.170456, 1.283002], [-4.136478, 1.548956, 0.342756], [-3.244694, 0.603602, -0.424696], [-3.948148, -0.158194, -1.522075], [-2.189910, 1.356770, -0.990540], [-4.693109, 0.987169, 1.086429], [-4.797486, 2.107226, -0.323713], [-3.513291, 2.305766, 0.845352], [-2.795897, -0.142800, 0.280671], [-3.146380, -0.764595, -1.991803], [-4.328223, 0.507814, -2.286545], [-4.782620, -0.803940, -1.257739], [-1.424601, 0.770908, -1.147576], [2.430703, -1.278519, 0.948629], [1.043290, -0.760144, 1.059037], [0.963675, 0.708546, 0.954862], [0.153966, -1.308156, 0.115602], [2.337835, -2.341540, 1.111469], [3.105813, -0.780144, 1.656863], [2.908138, -0.986489, 0.012043], [0.627310, -1.084004, 2.064110], [1.173193, 0.971875, -0.092806], [1.794873, 1.107508, 1.551886], [0.004872, 1.119409, 1.190464], [-0.379084, -1.978026, 0.551987], [-2.343950, -0.054342, 3.337307], [-3.171884, -1.293020, 3.648507], [-4.657325, -0.999008, 3.981305], [-3.300958, -2.074977, 2.402222], [-2.408937, 0.646679, 4.211104], [-2.863223, 0.450282, 2.526666], [-1.320063, -0.351448, 3.094266], [-2.744544, -1.888293, 4.468891], [-4.762976, -0.462684, 4.913247], [-5.258107, -1.935779, 3.938274], [-4.977811, -0.283038, 3.177520], [-2.483799, -2.600919, 2.377685]],
  "atomic_forces_ev_per_a": [[-0.624, -0.468, -0.879], [-1.369, -0.804, 0.238], [0.290, 1.333, 0.223], [0.022, -0.243, 0.161], [0.053, 0.494, -0.632], [0.631, 0.298, 0.347], [0.540, -0.087, 0.861], [0.639, 0.100, -0.306], [0.068, -0.195, -0.049], [-0.014, -0.343, 0.072], [-0.394, -0.218, 0.117], [0.104, 0.262, 0.055], [1.409, 0.676, 1.223], [0.411, -1.083, 0.852], [-1.426, 0.192, -1.058], [0.701, -0.863, -1.020], [-0.879, 0.250, -0.080], [0.341, -0.525, -0.476], [-0.279, 0.297, -1.002], [-0.949, 0.020, -0.054], [0.318, 0.138, -0.359], [1.407, 0.061, 0.707], [-0.250, -0.287, 0.658], [-0.777, 1.042, 0.603], [-0.576, -1.704, -0.486], [2.021, -0.177, -0.949], [-0.985, 0.211, 0.583], [0.993, 0.457, 0.007], [-0.572, 0.688, -0.076], [-0.626, 0.117, 0.150], [-0.613, 0.553, 0.448], [-0.180, -0.361, -0.214], [0.613, -0.933, -0.052], [0.153, 0.332, 0.557], [-0.250, 0.577, 0.182], [-0.086, 0.171, -0.121], [0.447, -0.911, 0.223], [0.329, -1.072, 0.641], [0.402, 0.291, -1.155], [-0.344, 0.511, -0.123], [0.037, 1.349, -0.213], [0.108, -0.090, -0.567], [-0.451, 0.012, 0.478], [-0.185, 0.714, -0.544], [0.002, -0.438, 0.181], [-0.507, 0.428, 0.320], [0.012, -0.061, 0.400], [0.149, -0.748, 0.320], [-0.223, 1.137, 0.581], [0.737, -2.528, -0.474], [-0.690, 0.850, 0.124], [-0.754, -0.249, 0.310], [-0.072, 0.261, -0.199], [-0.257, 0.103, -0.430], [-0.269, -0.719, 0.256], [0.363, 1.138, 0.616], [0.358, 0.234, -0.563], [0.047, -0.285, -0.050], [0.218, -0.332, 0.113], [0.596, 0.387, -0.313], [-0.709, -0.968, 0.207], [1.804, -0.089, 0.406], [-1.159, 1.212, 0.055], [-0.426, 0.320, -0.619], [0.697, -0.183, 0.693], [-0.436, 0.796, -0.380], [-0.076, 0.093, -0.072], [-0.707, 0.460, -0.112], [0.182, 0.027, -0.280], [0.164, -0.572, -0.228], [0.466, -0.695, 0.258], [0.306, -0.524, 0.030], [0.422, 0.509, 0.086], [0.236, -0.723, 0.764], [0.659, -0.602, -0.753], [0.829, 0.078, -0.233], [-0.332, 0.098, 0.037], [-0.142, -0.173, 0.028], [-0.170, -0.349, 0.007], [-0.401, 0.480, -0.293], [-0.608, 0.011, -0.017], [0.028, 0.390, -0.167], [0.097, -0.098, 0.510], [-0.396, 0.311, -0.042], [0.719, 0.413, -0.051], [-1.447, -0.194, 1.940], [1.381, 0.899, -0.681], [-0.136, -0.331, -1.115], [0.775, -0.429, -0.159], [-0.370, -0.462, 0.386], [-0.353, -0.484, -0.436], [0.601, 0.382, -0.643], [0.017, 0.046, 0.132], [-0.489, 0.419, 0.017], [-0.575, 0.244, 0.433], [-0.249, -0.443, 0.050], [-0.916, 0.148, 1.326], [-1.635, -0.426, -0.839], [0.616, 0.552, -1.193], [0.975, 0.044, 1.471], [0.461, -0.558, -0.622], [0.384, 0.075, -0.320], [-0.088, 0.386, -0.038], [0.130, -0.090, -0.371], [-0.115, -0.065, 0.418], [0.450, 0.798, 0.138], [-0.147, -0.767, 0.613], [-0.236, 0.071, -0.501]]
}

# 2
{
  "formula": "C27H73NO10",
  "method": "ωB97M-V with the def2-TZVPD basis set",
  "energy_ha": -1879.4256,
  "smiles": "CC1(C)CCCC(C)(C)N1O.CCO.CCO.CCO.CCO.CCO.CCO.CCO.CCO.CCO",
  "multiplicity": 1,
  "orbital_gap_ev": 8.8,
  "total_charge": 0,
  "de_lowest_kcal_mol": 85.89,
  "elements": ["C", "C", "O", "H", "H", "H", "H", "H", "H", "C", "C", "O", "H", "H", "H", "H", "H", "H", "C", "C", "O", "H", "H", "H", "H", "H", "H", "C", "C", "O", "H", "H", "H", "H", "H", "H", "C", "C", "O", "H", "H", "H", "H", "H", "H", "C", "C", "O", "H", "H", "H", "H", "H", "H", "C", "C", "O", "H", "H", "H", "H", "H", "H", "C", "C", "O", "H", "H", "H", "H", "H", "H", "C", "C", "O", "H", "H", "H", "H", "H", "H", "C", "C", "C", "C", "C", "C", "N", "O", "C", "C", "C", "H", "H", "H", "H", "H", "H", "H", "H", "H", "H", "H", "H", "H", "H", "H", "H", "H", "H", "H"],
  "xyz": [[-21.534403, 13.577239, -3.825250], [-21.776799, 15.054410, -4.134813], [-23.081145, 15.368218, -4.300804], [-21.691950, 13.282962, -2.787621], [-20.504467, 13.338495, -4.090441], [-22.287634, 13.004412, -4.366178], [-21.159464, 15.305790, -4.997247], [-21.453659, 15.662348, -3.289773], [-23.328558, 14.807575, -5.039764], [-13.704331, 14.071174, -4.420574], [-14.311217, 13.247177, -3.273674], [-15.542828, 13.738395, -2.783145], [-12.716474, 13.634064, -4.566089], [-13.545452, 15.120239, -4.170940], [-14.209132, 14.207118, -5.377022], [-13.675461, 13.242110, -2.388296], [-14.445148, 12.299252, -3.794822], [-15.731859, 13.440573, -1.890305], [-22.460541, 18.780664, -6.132677], [-21.005841, 18.895661, -6.118965], [-20.621811, 20.194249, -6.549088], [-22.875169, 18.915983, -7.131614], [-22.815050, 19.533419, -5.428561], [-22.820172, 17.797070, -5.830482], [-20.576326, 18.113893, -6.745427], [-20.622637, 18.581958, -5.147957], [-19.693924, 20.406528, -6.424290], [-17.583841, 20.081077, -3.416823], [-16.885453, 18.783601, -3.132032], [-17.897544, 17.760991, -3.112963], [-18.276728, 20.173965, -4.253111], [-17.020255, 21.007941, -3.523532], [-18.214660, 20.358520, -2.572315], [-16.411521, 18.671428, -2.156889], [-16.278375, 18.502074, -3.992443], [-17.771017, 17.133188, -2.397802], [-18.092185, 11.697671, -0.988966], [-17.312224, 12.243052, 0.131131], [-16.226649, 13.090096, -0.265773], [-18.359711, 12.519208, -1.653501], [-18.974497, 11.147292, -0.662287], [-17.508055, 11.002712, -1.592233], [-16.980724, 11.440925, 0.790512], [-18.002923, 12.856996, 0.709153], [-16.372748, 13.934415, 0.167084], [-19.936480, 15.448575, -0.152844], [-18.532497, 16.004439, -0.106308], [-17.868252, 15.259106, -1.016672], [-20.482885, 15.874530, 0.688643], [-19.989762, 14.359883, -0.148297], [-20.488421, 15.820533, -1.016041], [-18.112192, 15.863790, 0.889509], [-18.610561, 17.032425, -0.460210], [-18.463772, 14.802179, -1.615150], [-20.833857, 14.105598, -8.661902], [-21.680459, 15.306115, -8.624098], [-23.105079, 14.934026, -8.635355], [-21.169059, 13.206548, -8.144739], [-19.784786, 14.243677, -8.400222], [-20.670313, 13.770103, -9.686006], [-21.440016, 15.987303, -9.440361], [-21.343756, 15.826139, -7.727262], [-23.585303, 15.764599, -8.668998], [-17.073849, 11.417626, -6.023946], [-17.591540, 10.438988, -7.128227], [-16.536344, 9.801869, -7.951973], [-16.463600, 11.025245, -5.210472], [-17.848338, 11.968627, -5.490387], [-16.506442, 12.177810, -6.560857], [-18.304369, 10.837926, -7.849912], [-18.132492, 9.589541, -6.711229], [-16.129113, 9.024204, -7.563396], [-18.710571, 15.155098, -6.011759], [-17.479429, 14.789943, -5.210621], [-17.879125, 14.186172, -3.974603], [-18.333805, 15.266269, -7.028516], [-19.209698, 16.090240, -5.757845], [-19.459092, 14.363166, -5.986204], [-16.983558, 15.754109, -5.098429], [-16.842064, 14.042094, -5.682410], [-17.109594, 14.222326, -3.401783], [-18.036584, 18.003657, -12.965139], [-17.085086, 16.896076, -12.474241], [-17.298950, 16.812497, -10.873353], [-16.477361, 15.645286, -10.269198], [-16.870804, 14.307586, -11.050794], [-16.794484, 14.436749, -12.605809], [-17.487785, 15.660335, -13.022066], [-17.528125, 15.733239, -14.410337], [-15.316474, 14.269265, -13.189944], [-17.601949, 13.206016, -13.127612], [-15.605397, 17.241608, -12.833450], [-18.539329, 17.920106, -13.928664], [-17.519789, 18.963322, -12.956409], [-18.864751, 18.152594, -12.272281], [-16.992724, 17.740192, -10.389923], [-18.315182, 16.751742, -10.483895], [-16.740271, 15.527125, -9.218002], [-15.401418, 15.756588, -10.403584], [-17.767837, 13.776737, -10.731959], [-16.101760, 13.600493, -10.739850], [-15.119841, 13.201615, -13.287723], [-15.064145, 14.578385, -14.204274], [-14.627708, 14.764759, -12.505715], [-17.232689, 12.245458, -12.768332], [-18.617562, 13.152838, -12.735448], [-17.645348, 13.292562, -14.213303], [-15.453961, 17.089754, -13.902149], [-14.870218, 16.727702, -12.214171], [-15.354956, 18.293031, -12.692380], [-18.424778, 15.512638, -14.672911]],
  "atomic_forces_ev_per_a": [[-0.111, 0.148, 0.162], [2.483, -0.440, 1.494], [-2.223, 0.181, -0.856], [0.012, 0.347, 0.197], [-0.107, -0.366, -0.123], [0.332, -0.317, -0.445], [-0.052, 0.259, -0.145], [0.443, 0.105, -0.049], [-0.853, 0.131, -0.225], [0.528, 1.174, 0.839], [-0.530, 0.617, -0.890], [-0.190, 0.724, -1.135], [0.036, 0.038, -0.379], [0.200, 0.089, 0.596], [-0.484, -1.018, 0.093], [0.662, -0.506, -0.494], [-0.036, -0.730, 0.841], [0.071, -0.347, 0.604], [-1.449, 0.144, 0.040], [1.894, -1.067, -0.210], [-0.447, 0.207, 0.052], [-0.002, 0.466, -0.007], [-0.609, -0.025, -0.202], [0.256, -0.057, 0.358], [0.222, 0.039, -0.670], [0.131, 0.684, 0.505], [0.045, -0.471, 0.161], [-0.828, 1.894, 1.015], [-1.014, -1.279, -0.797], [-0.859, -0.038, -0.260], [0.155, -1.043, -0.325], [0.977, -0.380, -0.029], [-0.203, -0.310, 0.284], [0.656, 0.864, -0.303], [0.801, 0.222, 0.358], [0.352, -0.116, -0.032], [0.047, -0.385, -1.593], [-0.223, 0.560, 1.362], [0.106, -0.710, 0.258], [-0.350, -0.106, -0.127], [-0.050, 0.209, 0.136], [0.122, -0.052, -0.061], [0.389, 0.051, 0.042], [-0.002, 0.066, 0.322], [0.061, 0.151, -0.288], [-1.331, 1.124, 1.096], [-2.603, -0.199, 0.148], [3.112, -1.096, -1.870], [-0.348, -0.381, 0.214], [0.175, 0.003, 0.243], [0.231, -0.102, -0.314], [0.252, 0.432, 0.004], [0.381, 0.486, 0.694], [-0.063, 0.077, -0.247], [1.416, -2.021, -1.689], [-0.790, 0.419, 0.651], [1.681, 0.481, 0.179], [-0.389, 0.371, 0.384], [-0.190, 0.566, 0.606], [-0.520, -0.200, -0.376], [-0.177, -0.105, -0.271], [-0.857, 0.419, 0.486], [-0.197, 0.045, 0.001], [-0.260, 0.162, -1.252], [0.961, -1.850, 0.627], [-0.550, 1.432, 0.055], [0.165, -0.596, -0.421], [-0.488, -0.179, -0.294], [0.287, 0.005, 0.144], [0.409, 0.656, 0.095], [-0.180, 0.115, 0.504], [-0.352, 0.150, 0.528], [0.233, -0.594, -0.725], [-0.946, 0.113, 0.772], [-0.821, 0.806, -0.235], [-0.333, 0.036, -0.326], [0.323, 0.017, 0.448], [0.087, -0.121, -0.151], [0.656, -0.180, 0.513], [0.038, 0.442, -0.549], [0.671, -0.323, 0.185], [-0.366, 0.854, 0.372], [0.031, 1.681, 1.792], [1.612, -0.265, -0.272], [-1.696, -1.028, -1.496], [1.822, 0.891, 0.380], [-0.029, -1.296, -0.253], [-1.324, -1.947, 0.715], [0.659, 0.041, -1.154], [-0.535, -0.256, 0.741], [-0.291, 0.635, 0.015], [-0.246, 0.724, 0.265], [0.592, -0.446, -0.164], [0.119, 0.010, -0.116], [-0.040, -0.253, 0.247], [0.495, 0.343, -0.394], [-0.437, -0.471, -0.917], [0.302, -0.004, 0.087], [-0.061, 0.259, 0.247], [-0.490, 0.776, -0.064], [0.241, -0.256, -0.267], [0.175, -0.129, 0.711], [-0.782, 0.738, 0.017], [0.254, -0.415, -0.138], [0.768, 0.122, -0.365], [-0.266, 0.703, -0.081], [0.056, -0.568, -0.007], [0.129, -0.428, 0.088], [-0.149, -0.270, -0.355], [-0.412, 0.225, 0.223], [-0.171, 0.010, 0.209]]
}

What is the formula in the first record? C27H72O9